Computed, not measured: C35H41BN9Pd as an isolated structure, with ωB97M-V/def2-TZVPD.

As for the total charge: +1. The molar mass is 705.0 g/mol.

```
87
Properties=species:S:1:pos:R:3:forces:R:3:lowdin_charge:R:1
Pd -0.27374 0.39116 0.18285 0.15 0.11 -0.32 0.978
C 1.73586 0.57684 -4.83731 0.01 0.00 -0.03 -0.008
C 1.90615 0.32635 -3.37872 -0.01 0.00 0.00 -0.257
C 2.96485 -0.26096 -2.71119 -0.13 -0.01 0.00 0.044
C 2.61936 -0.21958 -1.35305 -0.03 0.12 -0.15 -0.236
N 1.42364 0.34375 -1.22287 0.12 -0.22 0.31 0.036
N 0.98302 0.68091 -2.46073 -0.04 0.03 0.12 0.038
B -0.29446 1.56016 -2.61224 0.01 -0.16 -0.07 -0.470
N -0.22659 2.66092 -1.52551 -0.11 0.13 -0.16 0.044
N -0.18160 2.32734 -0.22502 -0.06 -0.07 0.23 -0.042
C -0.13000 3.43727 0.51019 -0.01 0.01 -0.03 -0.198
C -0.14406 4.53460 -0.36078 0.01 -0.13 -0.04 0.053
C -0.20901 4.00377 -1.63604 0.04 0.00 0.03 -0.243
C -0.24985 4.71027 -2.94540 -0.01 0.01 -0.03 -0.007
C -0.06203 3.40657 1.97679 -0.01 0.00 0.06 -0.153
C -0.31739 2.24197 2.69890 -0.06 -0.09 -0.09 -0.059
C -0.23503 2.22289 4.08073 0.01 0.00 0.00 -0.073
C 0.10009 3.37875 4.76964 0.01 0.00 0.00 -0.071
C 0.34725 4.54807 4.06503 0.00 -0.01 0.01 -0.062
C 0.26685 4.56311 2.68287 0.03 -0.06 -0.03 -0.018
N -1.60308 0.74363 -2.39975 -0.02 0.19 0.07 0.039
N -1.98775 0.40171 -1.14755 -0.04 -0.21 0.34 0.023
C -3.16426 -0.21343 -1.22404 -0.01 0.06 -0.15 -0.236
C -3.56144 -0.26364 -2.56890 0.13 0.08 0.00 0.044
C -2.55396 0.36449 -3.27804 0.06 -0.07 0.00 -0.255
C -2.44129 0.60466 -4.74368 -0.03 0.01 -0.03 -0.007
C -3.87070 -0.70592 -0.03202 -0.03 -0.05 0.03 -0.177
C -4.85524 -1.68391 -0.16238 0.09 -0.03 0.00 -0.030
C -5.52914 -2.15852 0.95095 0.00 0.00 0.03 -0.071
C -5.23152 -1.66029 2.21095 0.00 -0.01 0.00 -0.078
C -4.26167 -0.67775 2.34863 0.00 -0.02 0.01 -0.075
C -3.58802 -0.20323 1.23596 0.05 0.14 0.02 -0.052
C 3.45375 -0.56479 -0.19524 0.03 -0.05 0.06 -0.169
C 4.39635 -1.58779 -0.28278 -0.06 -0.01 0.01 -0.031
C 5.26167 -1.83601 0.77045 0.00 0.01 0.05 -0.076
C 5.18966 -1.07115 1.92751 0.05 0.03 -0.04 -0.092
C 4.24801 -0.05572 2.02487 0.06 0.06 0.00 -0.088
C 3.38977 0.20182 0.96717 -0.05 0.05 0.01 -0.050
H 2.63963 0.28284 -5.36526 0.01 -0.01 -0.01 0.087
H 1.54474 1.62932 -5.04138 0.00 0.02 -0.01 0.081
H 0.90287 0.00235 -5.24347 -0.01 0.00 -0.01 0.080
H 3.88040 -0.62084 -3.14501 0.05 0.00 -0.02 0.117
H -0.30747 2.05547 -3.69338 -0.01 0.01 -0.05 0.113
H -0.11765 5.57836 -0.10673 -0.01 0.04 0.02 0.116
H -0.21634 5.78393 -2.77718 0.00 0.01 -0.01 0.087
H -1.16248 4.47587 -3.49264 -0.01 0.00 -0.01 0.089
H 0.59762 4.43249 -3.57153 0.01 0.00 -0.01 0.088
H -0.62567 1.32592 2.18768 -0.02 0.14 0.06 0.054
H -0.44559 1.30908 4.62084 0.00 -0.02 0.01 0.105
H 0.16211 3.36978 5.84873 0.00 0.00 0.03 0.109
H 0.60709 5.45433 4.59417 0.00 0.02 0.01 0.111
H 0.47421 5.48001 2.14916 0.01 0.02 -0.03 0.112
H -4.47058 -0.66551 -2.97663 -0.08 0.00 -0.01 0.115
H -3.36040 0.29611 -5.23638 0.00 -0.01 -0.01 0.087
H -1.61718 0.03531 -5.17400 0.01 0.00 -0.01 0.080
H -2.26885 1.65711 -4.96278 0.00 0.02 -0.01 0.083
H -5.08944 -2.08645 -1.13884 0.01 0.00 -0.04 0.110
H -6.28980 -2.91769 0.83336 -0.02 -0.02 0.00 0.108
H -5.76192 -2.02618 3.07914 -0.01 -0.01 0.02 0.106
H -4.04032 -0.26699 3.32457 0.00 0.01 0.03 0.105
H -2.86264 0.59565 1.35308 -0.04 -0.05 -0.04 0.087
H 4.45455 -2.18570 -1.18374 0.00 0.00 -0.02 0.116
H 5.99718 -2.62433 0.68700 0.02 -0.02 0.00 0.110
H 5.87244 -1.25846 2.74471 0.02 -0.01 0.02 0.110
H 4.19896 0.55575 2.91643 0.00 0.01 0.02 0.112
H 2.69455 1.03381 1.02128 0.02 -0.04 -0.01 0.103
C 0.59445 -1.21904 2.90830 0.03 0.11 0.01 -0.060
N 0.87947 -2.39534 2.10770 0.17 0.09 -0.22 -0.131
C 2.19994 -2.98068 2.32289 -0.03 -0.07 0.02 -0.025
C 0.20661 -2.57393 0.94641 -0.13 -0.10 0.18 -0.417
N -0.50711 -1.60005 0.43269 -0.14 0.12 -0.30 0.031
N 0.22514 -3.80692 0.37533 0.04 0.09 0.05 -0.145
C 0.23454 -5.02453 1.17571 0.03 0.01 0.04 -0.037
C -0.22892 -3.97765 -0.99328 0.02 0.06 -0.05 -0.042
H 1.06401 -1.35375 3.88154 -0.04 -0.01 0.03 0.102
H -0.48230 -1.11566 3.04612 0.02 0.04 -0.04 0.091
H 1.00572 -0.29915 2.47016 -0.01 -0.13 0.07 0.052
H 2.95468 -2.19324 2.31239 -0.08 -0.09 0.01 0.060
H 2.43400 -3.68879 1.53498 0.00 0.00 -0.02 0.089
H 2.23235 -3.49329 3.28549 0.01 -0.02 0.00 0.101
H -1.19114 -1.92817 -0.23690 0.03 -0.03 0.02 0.056
H 0.21557 -4.77842 2.23367 0.01 -0.01 -0.01 0.092
H 1.11662 -5.63104 0.96258 -0.01 0.00 0.01 0.096
H -0.65529 -5.61196 0.94049 0.00 0.00 0.02 0.097
H 0.08544 -3.13166 -1.60374 -0.01 0.00 0.01 0.092
H -1.31795 -4.08883 -1.05414 0.02 0.00 -0.02 0.099
H 0.22966 -4.87757 -1.39980 -0.01 -0.01 0.00 0.097
```
Forces are in eV/Å.

Computed, not measured: C35H41CaN6O2P as an isolated structure, with ωB97M-V/def2-TZVPD.

As for the total charge: +2. The molar mass is 648.8 g/mol.

```
86
Properties=species:S:1:pos:R:3:forces:R:3:lowdin_charge:R:1
Ca 0.15552 0.03662 -0.00712 0.34 -0.33 -0.09 1.305
O 1.71284 -0.34037 1.78991 -0.06 -0.10 0.33 -0.183
C 1.28283 -0.23667 3.16603 0.12 -0.05 -0.31 -0.129
C -0.12616 0.29087 3.24745 -0.05 -0.03 0.04 -0.259
C -0.60573 0.77042 4.46033 0.08 -0.04 0.03 0.002
C -1.91793 1.18883 4.54128 -0.10 0.06 0.08 -0.024
C -2.71799 1.13136 3.40719 -0.01 0.01 0.01 -0.032
C -2.15598 0.66287 2.24018 0.10 -0.07 0.03 -0.126
N -0.88375 0.24199 2.15210 -0.21 0.14 0.35 -0.017
H 2.26438 -1.13362 1.72614 0.01 0.02 -0.06 0.080
H 1.96575 0.41896 3.70660 0.00 0.04 0.02 0.136
H 1.33539 -1.22929 3.61599 -0.07 0.00 0.08 0.127
H 0.04218 0.80533 5.32715 0.00 0.00 -0.02 0.130
H -2.31666 1.55819 5.47714 0.00 -0.01 -0.01 0.125
H -3.75132 1.44731 3.42741 0.01 0.00 0.01 0.118
H -2.74896 0.61264 1.33279 0.04 0.00 -0.04 0.116
N -0.49628 -3.22408 -1.30742 -0.05 0.12 0.12 -0.116
P -0.79563 -2.79000 0.33519 0.22 0.16 -0.56 1.011
C -2.14738 -3.86096 0.82282 -0.07 -0.11 0.14 -0.390
C -3.35904 -3.26376 1.16010 -0.10 -0.03 0.00 -0.100
C -4.45574 -4.04716 1.49755 0.06 0.03 -0.02 -0.062
C -4.33843 -5.42776 1.49536 0.02 -0.04 -0.01 -0.051
C -3.12787 -6.03223 1.16615 -0.05 0.02 0.02 -0.056
C -2.03198 -5.25366 0.83799 -0.02 -0.02 0.03 -0.088
C 0.67520 -3.44523 1.19289 -0.07 -0.08 -0.10 -0.380
C 0.59341 -3.79329 2.53951 0.05 0.00 0.10 -0.097
C 1.74294 -4.11400 3.25223 -0.02 0.02 -0.03 -0.067
C 2.98423 -4.07932 2.62986 0.00 0.00 0.00 -0.062
C 3.07294 -3.74436 1.28258 -0.02 0.00 0.03 -0.075
C 1.92268 -3.43351 0.56521 0.06 0.03 0.03 -0.118
C -0.45078 -2.33335 -2.37249 -0.04 0.01 0.24 -0.375
C -0.48090 -2.82719 -3.68234 -0.02 -0.01 0.01 0.000
C -0.42507 -1.94076 -4.72829 0.01 0.02 -0.15 -0.029
C -0.33753 -0.57029 -4.47467 -0.04 -0.11 0.00 -0.050
C -0.30614 -0.17385 -3.16637 -0.05 -0.03 0.21 -0.147
N -0.35711 -1.02270 -2.10932 0.02 -0.13 -0.50 -0.032
H -0.61724 -4.18938 -1.58015 0.04 -0.03 0.00 0.113
H -3.45006 -2.18361 1.15520 0.02 -0.01 0.00 0.086
H -5.39568 -3.57970 1.75813 0.00 -0.01 0.00 0.113
H -5.19136 -6.04082 1.75512 0.01 0.00 0.00 0.117
H -3.04364 -7.11065 1.17338 0.01 0.01 0.00 0.116
H -1.08693 -5.73489 0.60949 0.01 0.04 -0.01 0.114
H -0.36911 -3.82940 3.03807 -0.01 0.00 -0.03 0.116
H 1.66603 -4.40248 4.29269 0.01 0.00 -0.01 0.117
H 3.87594 -4.33829 3.18557 -0.01 0.01 -0.02 0.116
H 4.03456 -3.75321 0.78467 -0.01 0.00 0.01 0.114
H 1.99803 -3.20859 -0.49396 -0.04 0.01 0.01 0.099
H -0.55512 -3.89232 -3.85611 0.00 0.00 0.01 0.122
H -0.45188 -2.30985 -5.74580 0.00 0.01 0.02 0.125
H -0.28741 0.16195 -5.26651 0.00 -0.03 -0.02 0.117
H -0.22598 0.88333 -2.93354 0.04 -0.03 0.09 0.094
N 2.51178 0.45755 -1.01260 0.15 -0.06 0.13 0.023
C 2.64698 1.01554 -2.33507 -0.17 -0.13 0.27 -0.327
C 2.27382 2.33287 -2.55767 0.02 0.05 -0.16 -0.048
C 2.32562 2.84651 -3.84710 -0.01 0.01 0.04 -0.068
C 2.73899 2.04996 -4.90712 0.01 -0.03 0.03 -0.075
C 3.11602 0.73504 -4.66901 -0.01 0.02 0.02 -0.068
C 3.07103 0.21506 -3.38254 -0.01 0.02 -0.12 -0.043
H 3.10125 -0.36601 -0.93079 -0.01 -0.01 -0.05 0.093
H 2.86240 1.10874 -0.31471 -0.01 0.06 -0.05 0.092
H 1.95350 2.95405 -1.72880 0.00 -0.01 0.00 0.103
H 2.05107 3.87886 -4.02292 0.00 -0.01 0.00 0.110
H 2.78299 2.45783 -5.90773 0.00 -0.01 0.01 0.112
H 3.45557 0.11037 -5.48496 -0.01 0.01 0.01 0.115
H 3.36539 -0.81316 -3.20193 0.00 0.01 0.01 0.117
C -1.86904 3.23478 -1.87619 0.03 0.00 -0.05 -0.011
N -1.07783 4.00522 -0.93245 -0.07 0.22 0.03 -0.063
C -1.20548 5.46470 -1.01719 0.00 -0.16 -0.11 -0.128
C -1.03028 6.07105 0.35465 -0.06 0.06 0.07 -0.139
C 0.30754 5.63768 0.90382 0.14 -0.17 0.02 -0.133
N 0.45514 4.17854 0.80935 -0.04 0.20 0.00 -0.061
C 1.42094 3.59497 1.72552 0.01 0.05 -0.01 -0.010
C -0.24771 3.42244 -0.05367 0.16 -0.51 0.04 -0.456
O -0.10273 2.15957 -0.03827 -0.23 0.80 -0.19 -0.235
H -2.92959 3.44645 -1.73525 0.00 0.02 0.01 0.103
H -1.70372 2.17369 -1.73490 0.02 -0.01 0.04 0.061
H -1.59653 3.49944 -2.89977 0.00 0.00 0.00 0.105
H -2.18735 5.68092 -1.43467 -0.03 0.02 0.06 0.130
H -0.46261 5.85770 -1.71802 0.01 0.02 0.00 0.137
H -1.83260 5.73206 1.01401 -0.01 0.01 -0.02 0.130
H -1.07890 7.15766 0.30283 0.01 -0.01 -0.01 0.131
H 0.41335 5.90540 1.95499 -0.04 0.03 0.01 0.131
H 1.12887 6.11501 0.36208 0.00 0.03 -0.01 0.137
H 1.06592 3.68178 2.75470 0.02 0.00 0.01 0.102
H 2.36819 4.12952 1.63713 -0.01 0.02 0.03 0.105
H 1.59189 2.54813 1.50095 -0.06 -0.03 -0.06 0.064
```
Forces are in eV/Å.

Computed, not measured: C35H41N6OPtSi2 as an isolated structure, with ωB97M-V/def2-TZVPD.

As for the total charge: +1. The molar mass is 813.0 g/mol.

```
86
Properties=species:S:1:pos:R:3:forces:R:3:lowdin_charge:R:1
Pt 0.99707 -1.08473 1.23964 -0.41 -0.10 -0.28 1.064
C 4.83042 -0.64749 2.00617 0.02 0.01 -0.02 -0.159
Si 3.93893 -0.64423 0.35306 0.09 -0.13 0.00 0.451
C 5.18340 -0.81459 -1.04993 0.04 0.04 -0.01 -0.162
C 3.33088 1.13991 0.19693 0.04 0.03 0.02 -0.189
C 2.65645 -2.09133 0.42504 -0.09 0.06 0.32 -0.477
C 3.47193 -3.13501 1.19524 0.04 0.05 0.01 -0.473
C 4.60840 -3.67252 0.56770 0.01 -0.04 -0.12 -0.088
C 5.37488 -4.62828 1.20003 -0.01 -0.02 0.00 -0.046
C 5.00495 -5.05412 2.46772 -0.01 0.02 -0.02 -0.060
C 3.87476 -4.48111 3.01568 0.00 -0.03 0.05 -0.136
N 3.12936 -3.55481 2.41144 -0.19 0.11 0.09 0.099
Si 1.80426 -3.27575 -0.86058 0.13 -0.01 -0.04 0.470
C 1.49048 -4.91604 -0.00107 0.02 0.02 -0.02 -0.162
C 0.08807 -2.85381 -1.53782 -0.02 -0.03 -0.02 -0.187
C 2.86512 -3.54621 -2.39323 0.01 0.00 0.02 -0.160
H 5.48605 0.22444 2.06564 0.00 0.00 0.00 0.039
H 5.43917 -1.53743 2.16675 0.00 0.01 0.01 0.034
H 4.11088 -0.58176 2.82674 -0.01 -0.01 0.00 0.031
H 5.82940 0.06721 -1.06380 -0.02 0.02 0.00 0.041
H 4.68957 -0.87065 -2.02428 0.02 -0.01 -0.01 0.026
H 5.83187 -1.68504 -0.95494 0.01 0.07 -0.03 0.025
H 4.19711 1.74994 0.46999 0.00 0.00 0.00 0.041
H 2.52641 1.39261 0.88930 -0.01 0.00 -0.01 0.021
H 3.03849 1.44616 -0.80783 0.02 0.03 0.04 0.023
H 4.88261 -3.33831 -0.42182 -0.04 -0.06 0.07 0.076
H 6.24840 -5.03881 0.70969 0.00 0.00 0.00 0.115
H 5.56785 -5.80167 3.00820 -0.01 0.00 0.00 0.104
H 3.54123 -4.78731 4.00370 0.00 0.01 -0.02 0.101
H 0.88430 -4.76494 0.89587 0.01 0.01 0.01 0.039
H 2.39727 -5.44269 0.29466 0.01 0.00 0.01 0.034
H 0.92966 -5.56518 -0.67783 0.00 0.00 0.00 0.038
H -0.61958 -2.54283 -0.76714 0.00 -0.01 0.00 0.021
H -0.28137 -3.79451 -1.95581 -0.01 0.00 -0.01 0.040
H 0.06744 -2.12321 -2.34651 -0.01 -0.01 0.01 0.024
H 3.83308 -3.99368 -2.16851 -0.01 0.00 -0.02 0.027
H 3.05004 -2.61365 -2.93412 0.00 -0.01 0.00 0.023
H 2.34787 -4.22136 -3.07978 -0.02 0.01 0.01 0.040
C -8.61484 7.39720 -3.56093 0.00 0.00 0.00 -0.065
O -7.46207 6.94405 -4.25670 0.00 0.00 0.00 -0.066
C -6.62570 6.10381 -3.61743 0.01 -0.01 0.01 -0.276
C -6.81042 5.64402 -2.31522 -0.01 0.01 0.00 0.000
C -5.88389 4.77986 -1.75639 0.01 -0.01 0.00 -0.010
C -4.76848 4.36033 -2.47202 -0.01 0.01 -0.01 -0.162
C -4.59524 4.83004 -3.77704 0.00 -0.01 0.01 -0.024
C -5.50780 5.68860 -4.34530 0.00 0.01 -0.01 0.011
C -3.82078 3.44732 -1.83807 0.01 0.00 0.01 -0.242
N -3.91832 2.97903 -0.61274 -0.01 0.00 0.00 0.195
C -2.82803 2.17370 -0.44821 0.03 0.00 -0.03 -0.169
C -2.05206 2.14670 -1.58418 -0.01 0.00 0.03 -0.122
N -2.69980 2.97004 -2.47046 -0.01 0.00 -0.01 0.190
C -0.85261 1.38738 -1.69355 0.00 0.00 -0.03 -0.052
C -0.03510 1.33195 -2.83363 -0.03 0.01 0.01 0.035
C 1.09461 0.56330 -2.80634 0.03 -0.03 0.03 -0.007
C 1.40423 -0.15049 -1.64767 0.00 0.03 -0.02 -0.189
N 0.65402 -0.12452 -0.56348 -0.04 0.10 0.15 -0.048
C -0.47412 0.64160 -0.56366 0.05 -0.03 -0.06 -0.113
C -1.27601 0.66362 0.63654 -0.04 0.01 0.01 -0.134
N -0.84304 -0.07717 1.68677 0.14 0.23 -0.13 -0.034
C -1.55871 -0.08873 2.79424 0.02 -0.05 0.07 -0.099
C -2.74496 0.63654 2.93984 -0.01 -0.02 -0.01 -0.017
C -3.19632 1.39760 1.89406 0.03 0.00 -0.01 0.035
C -2.45211 1.42024 0.70538 -0.05 -0.01 0.02 -0.060
H -9.13940 8.05254 -4.24877 0.00 0.00 0.00 0.096
H -8.33821 7.95691 -2.66505 0.00 0.00 0.00 0.098
H -9.26321 6.56172 -3.28889 0.00 0.00 0.00 0.098
H -7.66631 5.95089 -1.73306 0.00 0.00 0.00 0.107
H -6.02149 4.41885 -0.74641 0.00 0.00 0.00 0.115
H -3.74025 4.53218 -4.37268 0.00 0.00 0.00 0.105
H -5.38155 6.05683 -5.35404 0.00 0.00 0.00 0.126
H -2.42511 3.18560 -3.41200 0.00 0.00 0.00 0.149
H -0.29550 1.89380 -3.72149 0.00 0.00 0.00 0.125
H 1.75585 0.49374 -3.65804 0.00 0.00 0.00 0.127
H 2.29797 -0.75588 -1.60496 -0.07 -0.07 -0.04 0.061
H -1.18347 -0.69597 3.60583 0.03 0.01 -0.01 0.092
H -3.28452 0.58382 3.87449 0.00 0.00 0.00 0.116
H -4.10589 1.97984 1.95477 0.00 0.00 0.00 0.129
C 0.06369 -2.01585 6.41506 0.01 0.00 0.00 -0.083
C 1.16150 -2.61266 5.53064 -0.02 0.01 0.04 -0.187
C 1.09596 -2.12022 4.16072 0.06 -0.07 0.02 -0.119
N 1.06746 -1.76003 3.07958 0.27 -0.17 -0.03 0.015
H 0.17140 -2.39292 7.42966 0.00 0.00 0.00 0.083
H -0.92463 -2.29550 6.05242 0.00 0.00 0.00 0.080
H 0.13433 -0.92945 6.44591 0.00 0.00 0.00 0.083
H 1.08687 -3.70059 5.48571 0.01 0.00 -0.02 0.129
H 2.15496 -2.37089 5.91258 0.00 0.00 -0.02 0.131
```
Forces are in eV/Å.

Quick rundown of total energy, same order as above: -2003.79194 -2856.06502 -2460.33600 a.u.